1.
Here is a structure of composition C17H39OP3SeYb at a distorted geometry from the OMol25 dataset. Energies are from ωB97M-V with the def2-TZVPD basis set.

The orbital gap (spin up / spin down) is 6.40 / 4.75 eV. Its expectation value of S² is 0.772. Its LUMO energy (spin up / spin down) is -9.54 / -11.19 eV. The spin multiplicity is 2. As for the charge: +3. The calculation puts the energy relative to the best compared isomer or geometry (same formula, charge and spin) at 0.00 kcal per mole.

Last column: Löwdin spin population.
CARTESIAN COORDINATES (ANGSTROEM)
P -1.705221 -2.772441 -0.345538  0.000
H 0.043155 -4.404225 -0.695035  0.001
H -2.398787 2.832683 2.454182  0.000
H -1.003036 -1.469536 -3.428139  0.000
P -2.938235 0.573322 1.837026  0.001
H -2.848088 -1.143930 3.535921  0.000
C -3.166250 -2.814348 -1.444139  0.000
H -1.474914 -4.879420 -1.535406  0.000
H -5.227970 0.089946 1.406947  0.000
O 0.272436 -2.233926 2.475731  0.002
H 3.757334 2.502386 1.255382  -0.001
H 4.557106 -0.816702 -2.411436  0.002
C 5.622103 5.025294 1.768618  0.000
P -0.971300 0.164247 -1.609758  0.017
H 0.636760 -0.845060 -3.075310  0.012
H -1.869695 0.160020 0.967612  0.001
H -4.248583 -0.091083 -0.089594  0.000
H -0.235272 2.209127 -2.585948  0.000
C -2.653839 -0.062215 3.482023  0.000
H -0.353549 2.390265 -0.823320  0.000
C 3.963553 1.787203 0.441524  0.012
H 5.588394 2.885911 -0.413306  0.006
C -0.034231 1.717378 -1.628932  0.000
C 6.470979 4.286018 1.021998  0.001
H 5.997008 1.230123 -2.242001  -0.002
H 1.040440 1.532964 -1.541166  0.000
H -4.005823 -2.257117 -1.018282  0.000
C 4.962679 2.004463 -0.508435  0.124
C -0.421987 -0.568900 -3.182240  0.014
H -3.054012 2.700352 0.769248  0.000
C -3.134145 2.344677 1.803353  0.000
C -0.798833 -4.043703 -1.297625  0.001
H -3.299999 -0.032415 -2.345826  0.000
H -3.352125 0.445137 4.164328  0.000
C 3.334758 -0.296178 -0.681260  0.083
H -0.541419 0.178313 -3.981998  0.000
H -2.961594 -4.717297 0.366569  0.000
C -2.384917 -3.939337 0.888296  0.000
H 6.669480 4.549796 -0.034560  0.000
H -4.123418 2.643325 2.170309  0.000
H 0.873963 -2.968402 2.720541  0.000
H 2.577080 0.400015 1.298463  0.002
C -2.599118 0.796900 -2.173457  0.004
C 4.386041 -0.082315 -1.623630  0.084
H -1.568734 -4.414407 1.448471  0.000
H -3.050835 -3.411062 1.580003  0.000
H -2.428147 1.328781 -3.120823  0.001
H -3.016965 1.489609 -1.429702  0.000
Yb 0.428549 -0.381880 1.017133  0.020
H 7.035372 3.432202 1.427021  0.000
C -4.277033 -0.289425 0.998409  0.000
H -4.194995 -1.378847 1.166345  0.000
H -3.460599 -3.866577 -1.553962  0.000
H -0.571920 -2.425284 2.959294  0.000
C 5.178312 1.060802 -1.525062  -0.009
C 3.213853 0.608907 0.412839  0.066
H -1.621895 0.142476 3.826339  0.000
H 5.129169 5.906038 1.333941  0.000
H -0.418760 -3.598966 -2.223318  0.000
H -2.932109 -2.415854 -2.436566  0.000
Se 2.072544 -1.678829 -0.848451  0.560
H 5.537283 4.881002 2.856358  0.000

Atomic forces in eV per Å
-0.29 -1.27 0.21
-0.06 -0.08 -0.28
-0.01 -0.06 -0.25
0.21 0.28 0.02
-0.48 -0.75 -0.86
0.00 0.32 -0.11
-0.35 0.55 -0.18
0.30 0.28 0.08
0.18 -0.27 -0.16
-0.77 -0.46 0.93
0.52 -0.30 -0.51
-0.11 0.25 0.16
1.03 -0.23 -0.46
-0.07 0.60 -0.23
-0.31 0.03 -0.33
-0.26 0.49 0.43
0.05 0.03 0.58
0.27 0.23 0.14
0.25 -0.10 0.47
0.05 -0.01 -0.09
-0.81 -0.51 0.91
-0.22 -0.17 -0.19
0.05 0.42 -0.31
-0.49 0.64 0.41
-0.52 -0.19 0.38
0.00 0.08 -0.04
0.01 -0.11 -0.22
-0.14 -0.42 -0.34
0.32 -0.35 0.05
0.10 0.00 0.21
0.11 0.37 -0.03
0.65 0.22 0.00
0.15 0.30 0.03
0.19 -0.14 -0.07
0.16 -0.07 0.41
0.07 -0.29 0.21
0.19 0.15 0.33
-0.05 -0.02 0.39
-0.14 -0.12 0.69
0.03 -0.30 0.01
-0.23 0.46 -0.14
0.50 0.12 -0.42
-0.12 -0.11 0.30
-0.36 0.16 0.18
-0.26 0.06 -0.02
0.01 -0.25 0.08
-0.21 -0.08 0.30
-0.03 -0.08 -0.31
-0.44 -0.65 -0.74
-0.25 0.53 -0.09
-0.38 0.07 0.07
-0.04 0.54 0.01
0.01 0.34 -0.04
1.06 -0.01 -0.54
0.22 -0.11 -0.09
0.26 0.80 -0.43
-0.51 0.03 -0.07
0.17 -0.47 0.25
0.05 -0.26 0.06
-0.13 -0.03 0.12
1.01 0.02 -0.27
-0.13 -0.09 -0.63

***

2.
Here is a structure of composition C10H21BeGaNO3 at a distorted geometry from the OMol25 dataset. Energies are from ωB97M-V with the def2-TZVPD basis set.

The orbital gap is 3.35 eV. Its LUMO energy is -8.44 eV. As for the charge: +1.

Last column: Löwdin charge in e.
CARTESIAN COORDINATES (ANGSTROEM)
H -1.368619 1.515364 -2.537683  0.099
H -1.256723 -0.705271 1.235175  0.067
H 4.271395 -0.263560 -1.963330  0.090
C 2.758608 0.182974 0.898492  -0.216
H -0.538012 2.395850 -0.623021  0.116
C 0.467849 -1.731517 0.486927  -0.267
H 2.546473 -0.064150 -1.593121  0.075
O 3.836232 -0.271380 0.079298  -0.177
C 3.478250 -0.551554 -1.257942  -0.128
H -1.678269 3.643465 -1.136358  0.137
Ga -1.792967 -0.840162 -1.340375  0.490
H 1.280525 -2.658190 2.245381  0.109
C -0.636044 -0.638617 0.326922  -0.220
H 2.464672 -0.346643 2.963827  0.107
C -1.816749 3.128605 0.983365  -0.036
C -3.471596 -2.109176 0.238965  -0.465
H 1.198948 -1.733278 -0.332547  0.081
C 1.096397 -1.623566 1.905755  -0.187
H 3.142860 1.077012 1.422564  0.121
H -0.237450 0.390492 0.302091  0.035
H -2.570628 2.444339 1.393006  0.088
H -2.255277 4.134605 1.006980  0.081
N -3.506757 -1.586604 -0.862581  0.051
O -2.544085 1.747696 -0.866515  -0.116
C 2.463529 -0.878935 1.996151  -0.143
H -3.139015 1.053182 -2.682013  0.111
H 3.316435 -1.567852 2.059578  0.118
O -3.382341 -2.372828 1.372795  0.163
H -0.056457 -2.703276 0.438313  0.099
Be -1.838814 -1.934099 -4.215368  0.819
H 0.363631 -1.210713 2.612059  0.107
H 3.342576 -1.648409 -1.357466  0.087
H -1.095182 -1.729593 -2.575695  -0.043
H 1.878044 0.520760 0.333974  0.090
H -0.893925 3.096885 1.571001  0.082
C -1.578530 2.745960 -0.506078  -0.221
C -2.248985 1.092180 -2.022525  -0.205

Atomic forces in eV per Å
-0.19 -0.32 0.13
-0.13 0.08 -0.50
-0.07 0.05 0.44
0.93 -0.03 1.31
-0.48 -0.31 -0.22
-0.91 0.30 0.72
0.23 0.05 0.29
-0.73 0.68 -0.81
0.10 -0.92 -0.31
-0.29 -0.51 -0.14
-0.49 0.52 3.37
-0.11 0.39 0.04
0.29 -0.56 -0.67
0.06 -0.23 -0.30
-0.45 0.10 -0.85
0.39 1.60 0.77
-0.04 0.13 0.31
0.93 -0.96 -0.48
-0.14 -0.23 -0.29
0.07 -0.37 0.01
0.36 0.10 0.07
0.24 -0.26 0.26
0.50 -0.77 -0.85
0.64 -0.52 -1.00
-0.82 0.75 0.38
0.21 -0.50 0.28
-0.30 0.14 -0.33
-0.39 -0.83 -0.46
0.25 0.26 -0.05
0.57 -0.05 1.26
0.16 0.04 -0.32
-0.05 0.38 -0.17
-0.62 0.10 -2.31
0.24 -0.39 -0.09
-0.29 0.00 -0.13
0.71 0.83 1.73
-0.38 1.24 -1.09

***

3.
Here is a cluster of 2 separate species, C23H15Cl3FO5S2 in total at a distorted geometry from the OMol25 dataset. Energies are from ωB97M-V with the def2-TZVPD basis set.

The orbital gap is 5.44 eV. Its LUMO energy is 2.09 eV. As for the charge: -1.

Last column: Löwdin charge in e.
CARTESIAN COORDINATES (ANGSTROEM)
C 0.913019 -3.715678 -1.859829  -0.063
H -0.238447 -4.371182 1.275163  0.091
C -4.067840 -6.291001 2.800105  -0.740
Cl -5.194043 -5.121591 3.118773  0.723
F -2.280128 -3.678168 -2.140372  -0.040
H 2.527627 -6.629178 -1.176508  0.106
C -2.927241 -6.470918 3.584955  -0.168
O -3.324087 -0.839896 -2.025469  -0.275
C -3.978402 0.242037 2.898738  -0.070
H -4.897158 -2.632081 1.312760  0.085
Cl -2.676986 -4.372564 0.299977  0.809
O -0.610430 -1.604116 -1.883294  -0.329
H -3.120942 0.936865 -0.332904  0.120
C -3.695819 -8.491630 1.694918  -0.074
C -3.449975 0.966646 1.812185  -0.067
C 1.182276 -5.612824 0.178891  -0.057
C -3.382562 -10.723656 0.833277  -0.111
C -4.504095 -1.055160 2.741301  -0.052
H -3.021882 1.971683 1.981586  0.111
C 1.739483 -4.814519 -2.046655  -0.069
H -5.085341 -9.471778 0.406008  0.112
S -3.742802 -1.836856 -1.093852  0.650
C -2.167490 -7.625549 3.421714  -0.650
H 2.301939 -4.893270 -2.971449  0.103
C 1.871087 -5.765170 -1.029815  -0.069
C -2.219194 -10.878426 1.585053  -0.115
C -2.440553 -3.004853 -0.892513  -0.829
H -4.848541 -1.650085 3.601312  0.111
H -0.878458 -9.942262 3.036337  0.068
C -3.924432 -0.938090 0.416362  -0.295
O -5.542259 -6.972960 1.119461  -0.086
C -4.529909 -1.622760 1.465142  -0.065
C -4.521238 -7.213316 1.792300  -0.472
C -1.767455 -9.870507 2.414996  -0.076
C 0.362084 -4.505376 0.381376  -0.097
H 1.294124 -6.345409 0.972662  0.111
H -1.627526 -11.765334 1.502083  0.083
C 0.231606 -3.592371 -0.658494  -0.299
H 0.829919 -2.936605 -2.612664  0.114
C -4.123444 -9.550274 0.908868  -0.041
Cl -0.768645 -7.749981 4.445406  0.602
O -4.868159 -2.690928 -1.385276  -0.268
S -0.834311 -2.133409 -0.549688  0.718
H -2.707550 -5.695753 4.296906  0.088
O -0.713810 -1.341033 0.645731  -0.261
H -3.932569 0.662080 3.909422  0.103
C -3.463948 0.380267 0.540684  -0.053
C -2.500172 -8.670605 2.494124  -0.198
H -3.755047 -11.540702 0.243124  0.082

Atomic forces in eV per Å
0.35 -0.09 -0.10
0.42 -0.13 0.04
1.20 -2.17 -0.77
-1.35 2.46 0.81
-0.25 1.66 1.96
-0.29 0.32 0.08
-0.46 -1.08 -1.07
0.38 -0.07 -0.61
0.23 -0.43 0.06
-0.03 0.04 0.05
-0.67 1.58 -0.73
-0.32 1.33 1.23
0.12 -0.40 0.26
0.24 1.30 0.81
-0.47 -0.32 0.12
0.12 0.10 -0.04
-0.56 0.42 0.17
0.01 0.44 -0.12
-0.40 -0.69 -0.26
0.08 -0.12 0.40
0.25 0.16 -0.08
-3.04 0.94 -0.71
-0.46 0.76 -0.21
-0.08 -0.14 0.11
-0.01 0.04 -0.01
0.50 0.67 0.24
1.53 -3.13 0.22
0.07 0.49 -0.49
-0.12 -0.28 -0.23
-0.34 -0.38 0.37
0.40 -0.81 -0.13
0.69 -0.03 0.61
0.61 -0.69 0.12
-0.38 0.13 -0.27
0.05 -0.12 -0.35
-0.05 0.05 -0.14
0.14 -0.57 -0.03
-0.05 0.54 0.87
-0.07 -0.35 0.17
-0.02 -0.66 -0.18
0.59 -0.22 0.23
0.42 0.62 0.45
1.82 -1.20 -2.76
0.34 -0.06 0.33
-0.62 -0.77 -0.42
-0.02 -0.07 -0.43
0.26 0.11 0.28
-0.77 1.08 0.41
-0.03 -0.24 -0.23

***

4.
Here is a structure of composition C13H23BN6OSiSr at a distorted geometry from the OMol25 dataset. Energies are from ωB97M-V with the def2-TZVPD basis set.

The orbital gap (spin up / spin down) is 4.15 / 5.47 eV. Its LUMO energy (spin up / spin down) is -10.88 / -9.61 eV. As for the charge: +2. The calculation puts the energy relative to the best compared isomer or geometry (same formula, charge and spin) at 39.57 kcal per mole.

Last column: Löwdin charge in e.
CARTESIAN COORDINATES (ANGSTROEM)
Sr -0.131349 -0.120659 -0.164157  1.610
C 4.060835 -0.022042 -1.759049  -0.016
H 0.317120 -1.385778 5.397198  0.059
C -2.068526 -1.531735 2.107027  -0.041
O -0.030750 -0.043519 1.942701  -0.487
H -0.852081 -2.234234 4.397774  0.051
C -0.467039 2.585809 -3.695391  0.093
H -1.102259 1.337878 5.136595  0.057
H -2.767261 -2.451102 -1.065980  0.123
C 3.277903 0.259860 -0.622022  -0.091
H 2.425879 0.096311 3.394640  0.064
H -1.112459 2.179412 3.578576  0.056
H -1.889336 -0.747069 1.370982  -0.017
N -0.580403 1.751401 -1.647653  -0.025
H 1.723109 0.860249 4.866095  0.078
N 2.005608 0.395156 -1.056886  -0.177
C -1.095869 3.523833 -2.862907  0.126
H 3.495238 0.410094 0.438394  0.123
C -1.149682 2.964350 -1.574345  -0.010
H 5.104652 -0.114536 -1.759452  0.094
H -2.329032 0.944572 3.915212  0.050
H -2.481476 -3.578991 -3.585834  0.094
H -1.467718 4.471288 -3.114931  0.131
N -1.340093 -1.130146 -1.869856  -0.206
H -1.532579 3.294771 -0.611711  0.147
H -2.912757 -2.136513 1.789728  0.062
H 0.851503 0.075372 -4.409432  0.125
C -1.943722 -2.766328 -3.206621  -0.016
C 3.184329 -0.128458 -2.849212  -0.034
H -0.505796 -2.060606 -4.810169  0.127
Si 0.008932 0.015872 3.546794  0.250
N 1.924613 0.070524 -2.403362  -0.053
N -0.531645 -1.052849 -2.994689  -0.049
C -0.946523 -2.016204 -3.843541  -0.034
H 3.330298 -0.308833 -3.888078  0.127
C -2.134238 -2.219093 -1.926456  -0.089
H 1.693654 1.718649 3.286238  0.063
C 1.654172 0.754584 3.789710  -0.063
H 0.859322 -2.271076 3.980150  0.067
H -1.183082 -2.159439 2.219869  0.041
N -0.158384 1.511523 -2.938928  0.041
C -1.281839 1.212255 4.068690  -0.119
H -0.217363 2.585980 -4.732225  0.158
H -2.310308 -1.039184 3.054969  0.028
B 0.550317 0.126631 -3.251638  -0.383
C 0.056082 -1.627960 4.363187  -0.135

Atomic forces in eV per Å
0.43 -0.68 -0.94
-1.02 -0.03 -0.08
0.06 -0.21 0.15
-0.50 -0.42 -0.04
1.05 0.40 1.79
0.06 0.32 -0.03
1.36 -3.38 0.74
-0.29 0.28 0.19
0.12 -0.06 -0.66
-1.22 0.31 -2.21
0.05 0.02 0.19
0.03 -0.13 0.16
-0.56 -0.11 0.09
-1.24 2.41 0.64
0.07 0.05 0.32
-0.05 -0.63 0.30
-0.54 0.70 0.96
0.15 -0.01 -0.62
1.11 -2.51 0.11
1.13 -0.24 -0.23
0.19 -0.15 0.06
-0.42 -1.03 -0.67
-0.36 1.08 -0.56
0.15 -0.51 0.35
0.00 0.26 -0.50
-0.11 -0.04 -0.03
-0.09 0.11 0.16
0.55 0.51 0.22
-0.01 0.13 1.29
0.10 -0.37 -0.54
-1.74 -0.79 1.08
-0.26 0.79 0.80
-0.82 0.63 0.73
-0.55 -0.17 1.09
0.39 -0.20 -0.42
1.31 1.61 -1.66
0.15 0.08 0.20
1.54 0.84 -0.72
-0.07 0.22 0.02
-0.30 0.03 -0.10
-0.52 1.94 -1.53
-0.06 0.48 0.36
0.02 0.23 -0.50
-0.03 -0.28 -0.37
0.47 -0.97 -0.19
0.25 -0.50 0.58

***

Number 1: M 604.420 g/mol. Number 2: M 282.017 g/mol. Number 3: M 560.859 g/mol. Number 4: M 405.886 g/mol.